# 1
ORCA calculation (ωB97M-V/def2-TZVPD) on a structure of composition C22H17IN2Pm.

```
43
Properties=species:S:1:pos:R:3:mulliken_charge:R:1
Pm -0.4303 -0.2926 -0.2048 1.298
C -3.3813 -1.3011 1.4079 -1.281
N -1.9333 -1.4072 1.2618 -0.185
C -1.2551 -2.0615 2.1641 0.442
C 0.1596 -2.1388 2.1776 0.035
C 0.9709 -2.7985 3.0954 -0.772
C 2.2940 -2.5594 2.7168 -0.649
C 2.2387 -1.7607 1.5845 -0.471
N 0.9628 -1.4851 1.2266 -0.255
C -3.8435 0.1075 1.7264 0.888
C -5.1584 0.2936 2.1476 -0.541
C -5.6424 1.5608 2.4244 -0.600
C -4.8191 2.6717 2.2847 -0.442
C -3.5108 2.5031 1.8668 -1.047
C -3.0359 1.2271 1.5929 0.381
H -3.7348 -1.9815 2.1877 0.526
H -3.8499 -1.6218 0.4729 0.301
H -1.7858 -2.5765 2.9661 0.367
H 0.6228 -3.3769 3.9372 0.450
H 3.1869 -2.9186 3.1999 0.427
H 3.0678 -1.3739 1.0104 0.429
H -5.8081 -0.5665 2.2619 0.425
H -6.6655 1.6828 2.7537 0.399
H -5.1953 3.6614 2.5047 0.404
H -2.8596 3.3587 1.7487 0.423
H -1.9984 1.1489 1.2743 0.211
I 1.9430 1.6788 -0.8712 0.129
C 0.7265 2.8617 -2.1450 0.350
C 1.3502 3.9281 -2.7179 -0.728
C 0.5987 4.7801 -3.5573 -0.572
C -0.7242 4.5275 -3.7666 -0.884
C -1.3614 3.4147 -3.1650 0.918
C -2.7410 3.1639 -3.3925 -0.706
C -3.3611 2.0935 -2.8244 -1.214
C -2.6140 1.2182 -2.0006 -0.380
C -1.2742 1.3915 -1.7366 -0.266
C -0.6366 2.5267 -2.3265 1.072
H 2.3972 4.1303 -2.5413 0.376
H 1.0847 5.6270 -4.0214 0.396
H -1.3128 5.1781 -4.4014 0.387
H -3.2907 3.8457 -4.0298 0.388
H -4.4124 1.9081 -3.0003 0.405
H -3.1624 0.3739 -1.5682 0.169
```

The relative energy (zero: lowest compared OMol25 entry of this formula, charge and spin) comes out at 0.0 kJ/mol. The spin multiplicity is 5. Its HOMO energy (spin up / spin down) is -0.4087 / -0.4092 Eh. For the largest force on an atom, the calculation gives 1.0 eV Å⁻¹. For the calculated total energy, the calculation gives -50719.32430 eV. The calculation puts the HOMO-LUMO gap (spin up / spin down) at 7.214 / 7.403 eV. As for the expectation value of S²: 6.008. As for the charge: +1.

# 2
ORCA calculation (ωB97M-V/def2-TZVPD) on a structure of composition C22H18AuFN3O5S2.

```
52
Properties=species:S:1:pos:R:3:nbo_charge:R:1
Au 0.2529 0.1782 0.2028 1.324
S 2.0084 4.2861 -0.3712 0.532
C 3.2134 3.3410 0.3849 -0.365
C 2.8497 2.0261 0.5440 -0.307
C 1.5733 1.7725 0.0452 0.007
C 0.9633 2.8902 -0.4798 -0.307
C -0.3572 2.9152 -1.0206 0.172
C -0.9262 4.0553 -1.6077 -0.212
C -2.2027 3.9794 -2.1235 -0.130
C -2.9025 2.7793 -2.0421 -0.245
C -2.2836 1.6973 -1.4339 0.059
N -1.0587 1.7753 -0.9503 -0.506
H 4.1356 3.8034 0.6811 0.263
H 3.4834 1.2904 1.0037 0.257
H -0.3532 4.9687 -1.6426 0.233
H -2.6531 4.8420 -2.5910 0.239
H -3.9027 2.6840 -2.4343 0.240
H -2.7841 0.7433 -1.3336 0.217
F -4.8067 -3.2445 3.6352 -0.296
C -3.5617 -2.9448 4.0044 0.221
C -3.1472 -1.6576 3.9926 0.003
N -1.9027 -1.3075 4.3895 -0.418
C -1.3893 -0.0072 4.0892 -0.329
C -0.8863 0.0307 2.6255 0.776
O -0.3562 1.0888 2.2461 -0.645
O -1.0277 -0.9667 1.9018 -0.732
C -0.9746 -2.2660 4.8321 0.797
O 0.1208 -1.9562 5.2143 -0.606
N -1.4299 -3.5573 4.7991 -0.630
C -2.6625 -4.0456 4.3676 0.600
O -2.8968 -5.2204 4.3066 -0.548
H -3.8105 -0.8627 3.6869 0.229
H -0.5289 0.2032 4.7305 0.280
H -2.1491 0.7652 4.2197 0.238
H -0.7594 -4.2596 5.0960 0.439
C 1.2224 -3.4652 -2.7605 -0.782
S 0.6293 -2.8324 -1.1492 1.269
O 1.0566 -1.3771 -1.1834 -1.019
C -1.1360 -2.7609 -1.5442 -0.290
C -1.5966 -1.9514 -2.5692 -0.168
C -2.9542 -1.9095 -2.8377 -0.227
C -3.8338 -2.6601 -2.0724 -0.173
C -3.3663 -3.4403 -1.0261 -0.192
C -2.0088 -3.4915 -0.7565 -0.190
H 0.7464 -2.9510 -3.5879 0.244
H 0.9990 -4.5275 -2.8002 0.255
H 2.2946 -3.3095 -2.8023 0.256
H -0.9042 -1.3548 -3.1455 0.224
H -3.3216 -1.2976 -3.6481 0.230
H -4.8892 -2.6338 -2.2935 0.232
H -4.0564 -4.0116 -0.4254 0.239
H -1.6276 -4.0915 0.0546 0.239
```

The relative energy (zero: lowest compared OMol25 entry of this formula, charge and spin) comes out at 131.8 kJ/mol. Its HOMO energy is -0.4037 Eh. For the largest force on an atom, the calculation gives 2.2 eV Å⁻¹. For the calculated total energy, the calculation gives -65885.77815 eV. The calculation puts the HOMO-LUMO gap at 5.151 eV. As for the charge: +1.

# 3
ORCA calculation (ωB97M-V/def2-TZVPD) on a structure of composition C22H18BrClFeN4O6Se3Te.

```
57
Properties=species:S:1:pos:R:3:nbo_charge:R:1
Fe 0.9112 -0.5614 -0.3474 0.814
C -1.8541 1.1635 2.1543 -0.247
O -1.6847 0.1350 1.2020 -0.480
C -2.7694 -0.4824 0.7143 0.280
C -4.0584 -0.3323 1.1870 -0.319
C -5.0610 -1.1247 0.6338 -0.075
Br -6.8345 -0.9285 1.2904 0.028
C -4.8043 -2.0418 -0.3489 -0.221
C -3.4993 -2.1745 -0.8499 -0.129
C -2.4900 -1.3851 -0.3278 0.336
O -1.1832 -1.4280 -0.7397 -0.714
C -3.2801 -3.2026 -1.8806 0.373
N -4.0326 -4.2690 -1.9871 -0.467
C -3.5045 -4.9677 -3.0575 0.061
C -3.9052 -6.1798 -3.6216 -0.198
C -3.1913 -6.6533 -4.7036 -0.240
C -2.0936 -5.9456 -5.2245 -0.223
C -1.6788 -4.7477 -4.6772 -0.246
C -2.4060 -4.2789 -3.5866 0.171
N -2.2748 -3.1507 -2.8051 -0.593
H -2.2724 0.7697 3.0856 0.170
H -2.5041 1.9511 1.7630 0.175
H -0.8590 1.5544 2.3377 0.221
H -4.2846 0.3643 1.9795 0.233
H -5.5779 -2.6743 -0.7568 0.250
H -0.9444 -2.3076 -1.0742 0.521
H -4.7490 -6.7215 -3.2146 0.213
H -3.4773 -7.5912 -5.1631 0.203
H -1.5576 -6.3537 -6.0720 0.206
H -0.8291 -4.2000 -5.0627 0.238
H -1.6734 -2.3575 -3.0543 0.450
Se 1.3616 -2.9264 0.1538 -0.277
Se 3.1397 -3.3962 -1.1409 -0.295
Te 1.6230 -0.7753 -2.8341 0.765
Se -0.1281 -1.1840 -4.4311 -0.696
O 0.9478 0.0356 1.5290 -0.510
N 1.9780 0.7105 1.8370 0.157
N 2.8753 0.7289 0.9338 0.111
O 2.7644 0.0825 -0.2120 -0.609
C 4.0573 1.5017 1.1483 0.191
C 4.8609 1.7712 0.0519 -0.243
C 6.0070 2.5340 0.2302 -0.201
C 6.3454 3.0155 1.4851 -0.226
C 5.5326 2.7257 2.5745 -0.206
C 4.3869 1.9649 2.4165 -0.242
H 4.5855 1.3714 -0.9126 0.254
H 6.6389 2.7459 -0.6227 0.213
H 7.2420 3.6069 1.6182 0.209
H 5.7964 3.0880 3.5599 0.210
H 3.7503 1.7263 3.2550 0.239
Cl -0.8747 4.0277 -1.7664 -0.047
C 0.8112 3.4538 -1.8349 -0.456
C 0.8732 1.9363 -1.7907 0.800
O 1.4536 1.4068 -2.7991 -0.716
O 0.4004 1.3559 -0.8086 -0.676
H 1.3250 3.8499 -0.9622 0.232
H 1.2598 3.8268 -2.7482 0.231
```

The spin multiplicity is 2. Its HOMO energy (spin up / spin down) is -0.1700 / -0.1689 Eh. For the largest force on an atom, the calculation gives 0.6 eV Å⁻¹. For the calculated total energy, the calculation gives -361637.33548 eV. The calculation puts the HOMO-LUMO gap (spin up / spin down) at 6.868 / 6.015 eV. As for the expectation value of S²: 0.960. As for the charge: -1.

# 4
ORCA calculation (ωB97M-V/def2-TZVPD) on a structure of composition C22H18CdN2O5S4.

```
52
Properties=species:S:1:pos:R:3:nbo_charge:R:1
Cd -1.9069 0.3538 -0.0522 1.733
S 2.9300 -3.1418 4.4508 0.442
C 2.1465 -4.2443 5.4951 -0.398
C 0.8001 -4.2483 5.3098 -0.252
C 0.3895 -3.3429 4.3018 -0.219
C 1.4276 -2.6580 3.7299 -0.225
C 1.3928 -1.6587 2.6653 -0.090
C 0.1708 -1.2833 2.0696 0.101
N 0.0756 -0.4112 1.0959 -0.480
C 1.1829 0.2010 0.6383 0.119
C 2.4558 -0.0891 1.1627 -0.001
C 3.6051 0.5937 0.6482 -0.188
C 3.4830 1.5224 -0.3240 -0.175
C 2.2013 1.8555 -0.8706 -0.103
C 2.0277 2.8303 -1.8615 -0.114
C 0.7665 3.1365 -2.3418 -0.093
C -0.3160 2.4164 -1.7946 0.114
N -0.1671 1.4862 -0.8814 -0.544
C 1.0553 1.1937 -0.3993 0.234
C 0.5397 4.1470 -3.3697 -0.228
C -0.6415 4.5493 -3.9321 -0.208
C -0.4794 5.5571 -4.9127 -0.250
C 0.8212 5.9108 -5.0871 -0.397
S 1.8654 5.0272 -4.0633 0.435
C 2.5344 -1.0435 2.1840 -0.152
H 2.7338 -4.8251 6.1879 0.244
H 0.1251 -4.8743 5.8745 0.232
H -0.6438 -3.1984 4.0203 0.224
H -0.7676 -1.7060 2.4112 0.203
H 4.5755 0.3564 1.0666 0.219
H 4.3534 2.0444 -0.7019 0.222
H 2.8989 3.3519 -2.2388 0.221
H -1.3408 2.6025 -2.0980 0.232
H -1.6025 4.1431 -3.6502 0.235
H -1.2938 6.0025 -5.4646 0.234
H 1.2375 6.6446 -5.7583 0.243
H 3.5052 -1.2836 2.6008 0.221
O -5.2054 0.7732 0.9365 -1.008
S -3.9942 1.5370 0.7435 2.528
O -4.0685 2.9470 1.0330 -0.998
O -3.4936 1.3470 -0.7111 -1.174
O -2.8653 0.8873 1.5854 -1.177
C -1.4866 -3.9835 -2.0266 -0.807
S -1.5152 -2.9655 -0.5295 1.254
C -3.1047 -3.5290 0.1204 -0.818
O -1.7741 -1.5880 -1.0585 -1.058
H -1.3968 -5.0394 -1.7769 0.236
H -0.6180 -3.6560 -2.5942 0.246
H -2.3964 -3.7802 -2.5883 0.244
H -3.0232 -4.5820 0.3878 0.234
H -3.8753 -3.3637 -0.6306 0.250
H -3.3238 -2.9220 0.9984 0.260
```

The relative energy (zero: lowest compared OMol25 entry of this formula, charge and spin) comes out at 52.6 kJ/mol. Its HOMO energy is -0.2858 Eh. For the largest force on an atom, the calculation gives 4.9 eV Å⁻¹. For the calculated total energy, the calculation gives -84229.03130 eV. The calculation puts the HOMO-LUMO gap at 6.621 eV. As for the charge: 0.

# 5
ORCA calculation (ωB97M-V/def2-TZVPD) on an isolated molecule of C22H18ClN3O2.

```
46
Properties=species:S:1:pos:R:3:nbo_charge:R:1
C -5.7947 -1.2543 0.9134 -0.423
N -4.3670 -1.0261 0.8858 -0.428
C -3.9451 0.2851 1.3172 -0.258
C -4.3619 1.3677 0.3474 0.205
C -4.2246 1.1989 -1.0270 -0.258
C -4.6186 2.2293 -1.8629 -0.160
C -5.1279 3.3898 -1.3000 -0.264
C -5.2214 3.4582 0.0811 0.045
N -4.8543 2.4747 0.8838 -0.432
C -3.5648 -1.9378 0.2852 0.668
O -3.9966 -2.9463 -0.2426 -0.615
C -2.0885 -1.6712 0.3355 -0.122
C -1.4196 -1.7052 1.5668 -0.204
C -0.0510 -1.5586 1.6590 -0.202
C 0.6497 -1.3708 0.4759 0.064
N 1.9911 -1.1948 0.2214 -0.459
C 2.0812 -1.0826 -1.0571 0.536
C 3.3289 -0.8855 -1.8431 -0.487
C 4.4627 -0.4887 -0.9384 0.002
C 5.3881 -1.4248 -0.5000 -0.203
C 6.4131 -1.0508 0.3515 -0.188
C 6.5289 0.2599 0.7786 -0.239
C 5.6005 1.1900 0.3409 -0.034
Cl 5.7271 2.8329 0.8635 0.004
C 4.5722 0.8275 -0.5113 -0.183
O 0.9012 -1.1627 -1.7308 -0.428
C -0.0294 -1.3508 -0.7595 0.293
C -1.3971 -1.5095 -0.8564 -0.237
H -6.3183 -0.5120 0.3069 0.199
H -5.9858 -2.2484 0.5143 0.249
H -6.1588 -1.1928 1.9406 0.198
H -4.3891 0.5117 2.2918 0.222
H -2.8573 0.3064 1.4181 0.241
H -3.8262 0.2782 -1.4244 0.220
H -4.5297 2.1296 -2.9350 0.218
H -5.4461 4.2161 -1.9159 0.221
H -5.6138 4.3374 0.5751 0.194
H -1.9993 -1.8660 2.4641 0.221
H 0.4639 -1.5913 2.6047 0.230
H 3.5619 -1.8185 -2.3641 0.243
H 3.1407 -0.1189 -2.5991 0.242
H 5.3059 -2.4515 -0.8230 0.212
H 7.1293 -1.7850 0.6877 0.218
H 7.3248 0.5590 1.4420 0.228
H 3.8581 1.5680 -0.8371 0.216
H -1.9027 -1.5198 -1.8086 0.232
```

Its HOMO energy is -0.3266 Eh. For the largest force on an atom, the calculation gives 1.3 eV Å⁻¹. For the calculated total energy, the calculation gives -44194.77390 eV. The calculation puts the HOMO-LUMO gap at 9.465 eV. As for the charge: 0. Its SMILES is CN(Cc1ccccn1)C(=O)c1ccc2nc(Cc3cccc(Cl)c3)oc2c1.

# 6
ORCA calculation (ωB97M-V/def2-TZVPD) on an isolated molecule of C22H18FN3O2.

```
46
Properties=species:S:1:pos:R:3:nbo_charge:R:1
O -0.8570 -3.8829 0.3366 -0.638
C -1.0126 -2.8083 -0.2213 0.658
N -0.2071 -2.3552 -1.1923 -0.612
C 1.0834 -2.9609 -1.4490 -0.243
C 2.1624 -2.1954 -0.7192 -0.070
C 2.3400 -0.8399 -0.9790 -0.137
C 3.2669 -0.0950 -0.2735 -0.302
C 4.0262 -0.7335 0.6902 0.394
F 4.9354 -0.0182 1.3918 -0.331
C 3.8813 -2.0805 0.9639 -0.282
C 2.9371 -2.8055 0.2573 -0.187
C -2.1632 -1.9187 0.1790 -0.107
C -3.0992 -2.5255 1.0176 -0.161
C -4.1451 -1.8313 1.5965 -0.186
C -4.2736 -0.4660 1.3912 -0.197
C -3.3601 0.1515 0.5638 -0.006
C -2.3315 -0.5523 -0.0774 -0.081
C -1.6085 0.4231 -0.9273 0.665
O -0.6958 0.2482 -1.7245 -0.655
N -2.1771 1.6311 -0.7180 -0.396
C -1.6416 2.8469 -1.2942 -0.234
C -0.4083 3.2751 -0.5401 -0.079
C -0.4826 4.0740 0.5940 -0.175
C 0.6798 4.3710 1.2868 -0.251
C 1.8756 3.8464 0.8196 0.040
N 1.9583 3.0896 -0.2607 -0.419
C 0.8494 2.8138 -0.9204 0.048
C -3.2697 1.6049 0.2167 -0.230
H -0.3301 -1.4081 -1.5496 0.430
H 1.0441 -3.9950 -1.1004 0.236
H 1.2644 -2.9438 -2.5282 0.205
H 1.7357 -0.3558 -1.7305 0.211
H 3.3896 0.9622 -0.4511 0.248
H 4.4904 -2.5431 1.7246 0.227
H 2.7974 -3.8538 0.4740 0.218
H -2.9629 -3.5778 1.2190 0.250
H -4.8489 -2.3499 2.2294 0.220
H -5.0605 0.0998 1.8668 0.216
H -2.4158 3.6163 -1.2571 0.214
H -1.3807 2.6367 -2.3359 0.236
H -1.4350 4.4653 0.9270 0.210
H 0.6570 4.9917 2.1691 0.221
H 2.8103 4.0394 1.3289 0.197
H 0.9619 2.1881 -1.7949 0.208
H -4.1890 1.9843 -0.2459 0.213
H -3.0550 2.2141 1.1038 0.213
```

The relative energy (zero: lowest compared OMol25 entry of this formula, charge and spin) comes out at 0.0 kJ/mol. Its HOMO energy is -0.3203 Eh. For the largest force on an atom, the calculation gives 0.7 eV Å⁻¹. For the calculated total energy, the calculation gives -34390.49802 eV. The calculation puts the HOMO-LUMO gap at 8.826 eV. As for the charge: 0. Its SMILES is O=C(NCc1ccc(F)cc1)c1cccc2c1C(=O)N(Cc1cccnc1)C2.